Record 1
85
Properties=species:S:1:pos:R:3:forces:R:3 method="wB97M-V/def2-TZVPD" largest_force_ev_per_a=3.4 e_above_lowest_ev=0.000 spin_multiplicity=5 total_energy_ha=-4757.93758 homo_energy_ev="-11.0 / -13.2" mol_weight_g_mol=829.0 homo_lumo_gap_ev="5.26 / 5.09" total_charge=+2 lumo_ev="-5.74 / -8.14"
Ir -0.327202 0.169955 0.266750 -3.33 0.77 0.44
C 0.765140 2.931073 2.827663 1.05 -0.67 0.88
N 1.054570 3.000292 1.441294 -0.49 0.55 -0.92
C 0.645949 4.179089 0.720956 0.05 1.41 0.01
C 1.835092 2.053897 0.906541 0.17 -0.97 0.32
N 1.383080 0.739826 0.998129 2.17 0.87 0.48
C 2.316823 -0.231550 1.422771 0.59 -0.59 -1.20
C 3.164825 0.060302 2.493925 0.02 -0.87 -0.36
C 4.279053 -0.755663 2.754124 0.34 0.69 0.11
C 4.585176 -1.786433 1.889628 -0.22 -0.96 0.27
C 3.611236 -2.280977 0.963909 0.90 1.54 0.63
C 3.870157 -3.472097 0.267877 -2.13 0.02 -0.43
C 2.825228 -3.997402 -0.511211 0.45 -0.56 0.29
C 1.612716 -3.341387 -0.629037 0.50 -0.40 -1.35
C 1.512069 -1.969850 -0.283980 0.04 -0.14 0.03
N 0.566449 -1.189783 -0.838402 0.99 -1.26 -0.44
C 0.009874 -1.379395 -2.223608 -2.14 0.46 -0.29
N 0.487368 -2.424110 -3.089604 -1.08 -0.32 0.79
C -0.389379 -2.679714 -4.261435 -0.92 -0.72 0.25
C 1.887873 -2.256785 -3.363177 1.31 -0.44 -0.36
N -2.048989 -0.378658 -1.042138 0.37 -0.05 -0.86
C -3.369166 -0.770361 -0.382484 1.45 -0.65 1.33
C -2.399327 0.846099 -1.830687 0.36 -0.46 -0.86
C 2.470074 -1.475060 0.692684 -0.49 0.64 0.83
N 3.014535 2.392993 0.372827 -0.48 -0.49 -0.54
C 3.688491 1.499266 -0.594262 0.05 -0.71 1.41
C 3.823631 3.541790 0.814461 0.23 0.75 0.71
H 1.558547 3.461862 3.399629 -0.48 -0.43 -0.03
H 0.696819 1.874936 3.089935 0.16 0.07 0.44
H -0.164351 3.371842 3.044298 -1.21 0.63 0.25
H -0.325583 4.562139 1.095937 0.48 -0.54 0.04
H 0.482545 3.954675 -0.333156 0.34 0.06 -0.01
H 1.341149 5.032159 0.865003 -0.20 -0.38 -0.36
H 2.922998 0.898745 3.123167 0.10 0.24 0.13
H 4.949035 -0.519293 3.602800 -0.46 -0.13 -0.69
H 5.537072 -2.330042 1.998430 -0.62 0.21 0.00
H 4.732278 -4.036749 0.497167 0.93 -0.42 -0.09
H 2.972848 -4.959377 -1.010988 -0.22 0.22 0.38
H 0.794906 -3.800167 -1.202854 0.49 0.27 0.39
H 0.039218 -2.407200 -5.226023 0.44 0.12 0.17
H -1.358851 -2.119081 -4.187830 1.13 -0.63 -0.11
H -0.608615 -3.775218 -4.289242 0.02 0.88 -0.11
H 2.325764 -1.415720 -2.795053 0.07 -0.73 -0.19
H 2.127508 -2.080690 -4.414605 -0.36 0.24 -0.08
H 2.432838 -3.171538 -3.119047 0.10 0.15 0.13
H -4.209997 -0.970482 -1.081348 0.73 0.33 0.41
H -3.528884 0.046806 0.363182 -0.36 -0.40 -1.09
H -3.137251 -1.623136 0.285599 -0.58 0.17 -0.62
H -1.673804 0.837244 -2.677686 -1.01 0.68 0.79
H -2.322766 1.741953 -1.200678 0.04 -0.26 -0.20
H -3.445263 0.692806 -2.151215 0.56 0.47 -0.29
H 2.967898 0.867697 -1.090415 -0.43 0.04 -0.20
H 4.328913 0.792160 -0.015446 0.01 0.64 -0.59
H 4.233675 2.077301 -1.322182 0.26 0.18 -0.05
H 3.557506 3.958422 1.836615 0.19 -1.06 -1.11
H 3.755350 4.420149 0.154237 -0.09 -0.50 -0.17
H 4.874317 3.181401 0.793024 -0.63 0.39 0.28
C -3.375012 -2.823200 -3.050673 0.41 0.97 -0.08
C -2.284559 -2.607003 -2.046551 1.63 -2.61 0.51
N -1.966120 -3.574915 -1.248393 -1.98 0.76 0.25
N -1.511526 -3.237876 0.062830 1.47 1.74 -1.89
C -1.589295 -4.085554 1.009789 0.23 -0.13 1.70
S -1.959619 -5.470112 1.614521 -0.13 -0.53 -0.16
N -1.537368 -1.416478 -2.118729 -0.04 2.41 1.77
N 0.313749 -0.116588 -2.832241 0.46 2.06 0.20
H -3.239382 -3.676870 -3.701741 0.15 -0.07 -0.15
H -3.477983 -1.881669 -3.592341 0.04 -0.25 -0.47
H -4.296488 -2.943074 -2.527044 -0.72 -0.40 0.47
H -1.098968 -2.279071 0.227204 -0.60 -1.44 -0.30
H 0.013964 0.002085 -3.813219 0.08 -0.50 0.75
H 1.334869 0.007060 -2.789689 -0.91 0.25 -0.16
C -4.931022 1.111318 2.954619 -0.50 1.78 -0.68
Si -3.467780 2.291592 2.438889 -0.63 -0.24 1.99
C -3.055461 3.213400 4.131410 0.27 -0.08 -1.53
C -3.532311 3.437053 0.902493 1.37 -0.65 1.32
Se -1.738903 0.592361 2.288559 0.48 0.15 -1.08
H -5.836460 1.674565 3.355488 1.35 -0.47 -0.19
H -4.611785 0.340448 3.642944 0.13 0.01 0.24
H -5.323727 0.645637 2.069303 -0.16 -0.55 -0.50
H -3.938367 3.843902 4.339348 0.41 -0.05 -0.13
H -2.146904 3.857734 3.968426 -0.91 -0.56 0.64
H -2.971487 2.503788 4.980607 0.26 0.39 -0.66
H -3.905700 2.975040 0.011423 -0.35 -0.26 -0.42
H -2.466337 3.732608 0.726351 -0.90 0.01 0.07
H -4.131185 4.294856 1.181649 -0.08 0.29 -0.11


Record 2
88
Properties=species:S:1:pos:R:3:forces:R:3 method="wB97M-V/def2-TZVPD" largest_force_ev_per_a=7.7 spin_multiplicity=1 total_energy_ha=-3505.84347 homo_energy_ev=-10.8 mol_weight_g_mol=685.9 homo_lumo_gap_ev=7.12 total_charge=+1 lumo_ev=-3.69
O -3.589338 -2.100637 -1.283561 -0.04 0.69 1.42
N -2.509717 -2.619201 -1.909688 2.38 -1.71 -4.76
C -2.346668 -3.048286 -3.360101 2.89 -0.11 3.41
N -0.962823 -3.621895 -3.592481 -3.70 3.02 6.01
C -0.340466 -3.456440 -2.201764 -2.07 0.75 -0.73
N 0.947080 -3.813382 -1.885844 -0.79 0.16 -0.85
C 1.628807 -3.640056 -0.548534 -0.03 -0.40 2.08
C 1.692848 -2.107324 0.018763 0.48 0.31 -0.09
C 1.725463 -0.930137 -1.115750 -0.66 3.92 -1.94
C 2.404330 -1.003467 -2.604061 -1.15 2.05 0.63
C 2.422265 0.207680 -3.716577 -2.11 0.84 4.35
C 1.722488 1.637754 -3.301884 0.47 -4.13 2.51
C 1.068708 1.762349 -1.800233 1.18 -2.53 -0.87
C 1.023518 0.524765 -0.681420 2.12 -0.57 -4.56
N -1.328003 -2.830407 -1.209824 2.70 -2.05 -3.18
H -3.302010 -1.551810 -0.476631 -0.23 -0.85 -1.84
H -3.242774 -2.919237 -4.133281 2.32 -0.37 2.00
H 1.548147 -4.212646 -2.668787 -1.53 0.87 1.29
H 2.719995 -4.113400 -0.503823 -2.53 1.01 -0.74
H 0.996413 -4.270988 0.241815 1.39 1.28 -1.66
H 0.787754 -1.978169 0.781588 1.86 0.14 -1.75
H 2.676115 -2.024889 0.681195 -2.11 -0.30 -1.43
H 2.930115 -2.019789 -2.920974 -1.20 2.41 0.78
H 2.931281 0.051556 -4.762458 -1.13 0.26 2.39
H 1.724021 2.502428 -4.106686 -0.11 -1.86 2.13
H 0.602131 2.813303 -1.511519 1.16 -2.75 -0.61
H 0.534015 0.680645 0.382273 1.16 -0.30 -2.47
H -1.190555 -2.616846 -0.193589 -0.26 -0.31 -1.54
C 7.055019 -2.364963 3.925444 0.26 0.04 -0.19
C 6.504689 -0.939952 3.892545 0.20 0.13 0.36
C 5.299123 -0.935438 2.954111 0.06 0.55 -0.18
S 4.618601 -2.586424 3.006954 0.29 0.30 0.72
O 4.780409 -3.193306 1.702482 -0.55 -0.11 -0.14
O 3.343339 -2.554782 3.694820 -0.09 -0.22 -0.64
C 5.845319 -3.270253 4.103838 0.36 -0.35 0.28
H 7.781407 -2.501279 4.731921 -0.12 -0.01 -0.14
H 7.555828 -2.589870 2.976209 -0.04 -0.06 0.14
H 6.188100 -0.647892 4.901213 0.04 -0.01 -0.26
H 7.262323 -0.220994 3.565455 -0.21 -0.08 0.08
H 4.539894 -0.219076 3.278014 0.12 -0.27 -0.11
H 5.595340 -0.723802 1.923026 -0.11 -0.14 0.09
H 6.044413 -4.310309 3.839971 -0.21 0.09 -0.03
H 5.454035 -3.208253 5.123690 -0.05 -0.01 -0.19
C -3.960429 4.226259 -1.512365 -0.29 0.10 0.04
C -3.303378 5.105672 -2.575152 -0.16 -0.07 -0.35
C -2.134770 5.831930 -1.911093 -0.05 0.46 -0.51
S -1.582114 4.776502 -0.579814 -0.19 0.30 0.27
O -1.835958 5.449074 0.676905 0.43 -0.42 -0.44
O -0.284830 4.224647 -0.915915 -0.28 0.61 0.56
C -2.818601 3.512946 -0.803732 -0.37 -0.46 -0.01
H -4.666380 3.516023 -1.952623 0.09 0.11 0.09
H -4.510128 4.854228 -0.801080 0.07 -0.14 -0.06
H -2.929972 4.474612 -3.390791 -0.05 0.09 0.11
H -4.014355 5.815781 -3.008920 0.16 -0.12 0.06
H -1.311665 5.994200 -2.611581 -0.02 0.01 0.29
H -2.449832 6.785698 -1.478968 0.14 -0.19 0.07
H -3.106430 3.096201 0.162943 0.21 0.12 -0.02
H -2.388113 2.732153 -1.437837 0.05 0.10 0.07
C 2.012102 2.634155 5.288917 -0.17 -0.16 0.20
C 2.636621 3.853580 5.965363 -0.28 0.26 0.10
C 4.154018 3.706182 5.866109 0.03 0.37 0.59
S 4.466904 2.736264 4.398791 0.11 0.65 -0.42
O 5.046495 1.470995 4.797919 0.05 0.32 -0.19
O 5.070782 3.581539 3.388202 0.04 -0.71 0.41
C 2.757728 2.465178 3.973533 -0.53 -0.14 -0.15
H 0.937969 2.764585 5.128123 0.16 -0.04 0.02
H 2.155713 1.748029 5.918676 -0.04 0.07 -0.12
H 2.319346 4.763539 5.441676 0.05 -0.14 0.08
H 2.316319 3.946424 7.007804 0.08 0.01 -0.18
H 4.647169 4.676969 5.771807 0.09 -0.29 -0.07
H 4.560393 3.163573 6.724075 0.02 0.01 -0.22
H 2.634605 1.473820 3.534176 0.17 0.10 -0.02
H 2.465801 3.235578 3.253596 0.14 -0.10 0.06
C -6.723339 -2.501077 -2.799007 -0.05 0.00 0.29
C -6.658339 -3.856509 -3.501276 0.16 -0.21 0.19
C -7.757441 -3.876520 -4.562238 0.07 -0.71 0.09
S -8.014212 -2.176536 -5.047812 -0.34 0.29 -0.68
O -9.345949 -1.778019 -4.643097 0.61 -0.11 -0.31
O -7.525063 -1.987416 -6.398893 -0.41 0.02 0.59
C -6.841907 -1.466929 -3.908614 0.34 0.27 0.46
H -5.841452 -2.323429 -2.176638 -0.20 -0.02 -0.07
H -7.608248 -2.461665 -2.152616 0.13 0.04 -0.09
H -5.679315 -3.971536 -3.982126 -0.09 -0.02 0.01
H -6.776228 -4.684275 -2.795015 0.04 0.11 -0.15
H -7.462558 -4.463251 -5.435914 -0.22 0.21 0.05
H -8.698190 -4.258965 -4.156777 0.09 0.17 -0.13
H -7.201828 -0.498611 -3.556758 -0.05 -0.09 -0.22
H -5.891922 -1.346476 -4.437826 -0.16 0.03 -0.04